C23H54AsGeN4O4RhS2Si5 | ωB97M-V/def2-TZVPD

The geometry in XYZ format:
```
95
Properties=species:S:1:pos:R:3
Rh 0.210 -0.002 -0.182
C 0.210 -2.824 3.105
C 0.485 -1.881 1.979
N -0.398 -1.451 1.151
N -1.712 -1.797 1.325
C -2.509 -1.096 0.556
N -3.845 -1.366 0.700
S -2.100 0.154 -0.570
C 1.836 -1.292 1.809
C 2.831 -1.515 2.745
C 4.033 -0.826 2.641
C 4.199 0.079 1.615
C 3.164 0.240 0.705
N 2.041 -0.457 0.766
H -0.811 -3.184 3.035
H 0.338 -2.321 4.066
H 0.899 -3.670 3.068
H -4.055 -2.248 1.140
H -4.424 -1.119 -0.085
H 2.655 -2.197 3.563
H 4.815 -0.985 3.371
H 5.095 0.675 1.518
H 3.236 0.937 -0.117
C 4.278 1.881 -2.533
Si 2.836 2.867 -1.808
C 3.499 3.678 -0.243
C 2.519 4.203 -3.092
As 0.770 1.772 -1.698
Si -0.901 4.747 1.271
C -0.519 5.994 2.605
C -2.604 4.016 1.335
C -0.718 5.590 -0.388
H 5.063 2.583 -2.831
H 3.970 1.320 -3.418
H 4.715 1.172 -1.827
H 4.577 3.846 -0.330
H 3.305 3.070 0.643
H 3.010 4.636 -0.069
H 3.428 4.785 -3.271
H 1.724 4.881 -2.783
H 2.211 3.744 -4.035
H 0.361 5.676 3.166
H -1.342 6.070 3.318
H -0.332 6.979 2.175
H -2.794 3.524 2.290
H -2.701 3.268 0.544
H -3.357 4.791 1.173
H 0.270 6.039 -0.500
H -1.464 6.379 -0.517
H -0.847 4.858 -1.191
C -0.322 -4.992 -2.947
Si -0.849 -3.649 -1.725
C -2.647 -3.262 -2.151
C -0.804 -4.559 -0.073
Ge 0.526 -1.666 -1.915
Si 2.689 -2.677 -2.124
C 3.025 -3.866 -0.696
C 4.138 -1.483 -2.203
C 2.852 -3.673 -3.717
Si -0.006 -0.933 -4.142
C -0.354 -2.337 -5.357
C 1.427 0.028 -4.898
C -1.529 0.158 -4.164
H -1.134 -5.719 -3.041
H 0.561 -5.522 -2.584
H -0.098 -4.606 -3.939
H -3.326 -3.997 -1.708
H -2.791 -3.277 -3.234
H -2.929 -2.269 -1.801
H -1.216 -5.564 -0.202
H -1.374 -4.036 0.694
H 0.223 -4.658 0.288
H 2.835 -3.388 0.268
H 4.068 -4.195 -0.709
H 2.387 -4.750 -0.761
H 4.210 -0.859 -1.313
H 4.050 -0.820 -3.065
H 5.070 -2.049 -2.299
H 2.126 -4.479 -3.791
H 3.854 -4.111 -3.758
H 2.728 -3.031 -4.592
H 0.494 -3.018 -5.453
H -0.558 -1.907 -6.342
H -1.223 -2.927 -5.059
H 2.350 -0.558 -4.899
H 1.608 0.941 -4.327
H 1.198 0.305 -5.932
H -2.407 -0.383 -3.805
H -1.728 0.513 -5.180
H -1.384 1.024 -3.516
O -0.338 2.991 3.394
S 0.494 2.475 2.320
O 1.913 2.422 2.589
O 0.299 3.538 1.135
O -0.030 1.220 1.766
```

Output
Charge   -1
Spin multiplicity   2
Highest occupied orbital energy (spin up / spin down)   -4.17 / -4.31 eV
HOMO-LUMO gap (spin up / spin down)   6.21 / 6.26 eV
Energy above the lowest of the compared OMol25 structures with the same formula, charge and spin   0.000 eV
Lowest unoccupied orbital energy (spin up / spin down)   0.07501 / 0.07149 Ha
Molar mass   905.7 g mol⁻¹